[1]
The following is a quantum chemistry calculation of a cluster of 5 separate species, C21H36NO15 in total, from the Open Molecules 2025 dataset.

ORCA input file:
```
! RIJCOSX wB97M-V def2-TZVPD def2/J DEFGRID3
* xyz 1 1
C 8.872 0.054 3.821
C 7.801 0.958 4.554
C 6.810 1.716 3.573
O 5.518 1.802 4.264
C 4.646 0.870 3.820
C 5.025 -0.508 3.481
N 4.110 -1.402 2.998
C 2.787 -1.119 2.802
C 2.278 0.191 3.128
C 3.214 1.188 3.643
C 2.649 2.609 4.005
O 2.813 3.560 3.298
O 1.977 2.681 5.213
H 9.902 0.382 4.111
H 8.739 -1.009 4.139
H 8.770 0.125 2.709
H 8.266 1.726 5.217
H 7.147 0.313 5.207
H 7.238 2.744 3.408
H 6.728 1.253 2.560
H 6.093 -0.792 3.593
H 4.426 -2.346 2.761
H 2.099 -1.907 2.432
H 1.212 0.481 3.003
H 2.341 1.962 5.772
C -2.526 5.772 -0.453
O -1.689 4.621 -0.594
C -1.130 4.207 0.546
O -1.272 4.709 1.628
O -0.376 3.128 0.272
C 0.282 2.567 1.398
H -2.921 6.013 -1.438
H -3.361 5.561 0.215
H -1.950 6.624 -0.092
H -0.449 2.224 2.134
H 0.971 3.281 1.846
H 0.854 1.706 1.051
C -1.444 1.893 -2.319
O -2.533 1.107 -2.806
C -2.734 -0.004 -2.092
O -2.093 -0.339 -1.121
O -3.759 -0.670 -2.631
C -4.091 -1.888 -1.961
H -1.356 2.772 -2.954
H -1.636 2.219 -1.303
H -0.510 1.331 -2.374
H -4.391 -1.692 -0.931
H -3.254 -2.586 -1.992
H -4.933 -2.334 -2.488
C -10.545 -2.748 -4.987
O -9.521 -2.134 -5.769
C -8.425 -1.807 -5.078
O -8.251 -1.986 -3.899
O -7.553 -1.246 -5.924
C -6.328 -0.844 -5.315
H -11.379 -2.967 -5.652
H -10.191 -3.684 -4.555
H -10.892 -2.071 -4.207
H -5.807 -1.705 -4.894
H -6.508 -0.090 -4.548
H -5.701 -0.405 -6.089
C -0.128 -2.226 -2.273
O 0.764 -3.345 -2.335
C 1.329 -3.670 -1.172
O 1.156 -3.113 -0.113
O 2.126 -4.724 -1.383
C 2.804 -5.191 -0.221
H -0.518 -2.060 -3.276
H -0.962 -2.435 -1.607
H 0.403 -1.329 -1.955
H 2.091 -5.521 0.536
H 3.460 -4.415 0.180
H 3.415 -6.042 -0.516
*
```

The calculation puts the frontier orbital gap at 7.20 eV. As for the HOMO energy: -12.03 eV. The molecular weight comes out at 542.5 g/mol. As for the total energy: -2004.88163 a.u.

[2]
The following is a quantum chemistry calculation of an isolated molecule of C20H26N2O4, from the Open Molecules 2025 dataset.

ORCA input file:
```
! RIJCOSX wB97M-V def2-TZVPD def2/J DEFGRID3
* xyz 0 1
C 1.019 3.787 2.275
C 1.125 2.380 1.735
O 1.248 1.395 2.423
N 1.081 2.343 0.363
C 0.972 1.177 -0.404
C 1.650 0.026 -0.226
C 2.729 -0.253 0.700
C 2.888 -1.556 1.178
C 3.905 -1.865 2.060
C 4.801 -0.886 2.457
C 4.676 0.402 1.962
C 3.649 0.719 1.096
C -0.047 1.330 -1.470
O -0.628 2.376 -1.665
O -0.255 0.210 -2.171
C -1.263 0.237 -3.172
C -2.481 -0.692 -3.075
O -3.115 -0.799 -4.113
N -2.863 -1.309 -1.940
C -4.133 -2.013 -1.987
C -2.194 -1.239 -0.647
C -2.288 -2.552 0.134
C -1.476 -2.429 1.422
C -2.018 -1.294 2.285
C -1.971 0.022 1.516
C -2.742 -0.085 0.203
H 1.174 3.771 3.349
H 1.764 4.428 1.809
H 0.031 4.190 2.063
H 0.693 3.152 -0.111
H 1.352 -0.805 -0.852
H 2.192 -2.323 0.870
H 4.003 -2.873 2.437
H 5.597 -1.127 3.145
H 5.382 1.164 2.258
H 3.570 1.720 0.699
H -1.667 1.256 -3.240
H -0.782 -0.002 -4.126
H -4.771 -1.690 -1.165
H -3.983 -3.091 -1.933
H -4.614 -1.773 -2.933
H -1.133 -1.066 -0.829
H -3.323 -2.773 0.394
H -1.902 -3.371 -0.477
H -1.519 -3.371 1.973
H -0.430 -2.226 1.184
H -1.423 -1.203 3.194
H -3.048 -1.516 2.574
H -2.393 0.824 2.124
H -0.928 0.273 1.315
H -2.667 0.851 -0.354
H -3.799 -0.260 0.417
*
```

As for the SMILES: CC(=O)N/C(=C\c1ccccc1)C(=O)OCC(=O)N(C)C1CCCCC1. The calculation puts the frontier orbital gap at 8.52 eV. As for the HOMO energy: -8.60 eV. The molecular weight comes out at 358.4 g/mol. As for the total energy: -1188.22707 a.u. The value obtained for the energy above the lowest of the compared OMol25 structures with the same formula, charge and spin is 22.4 kcal/mol.

[3]
The following is a quantum chemistry calculation of a structure of composition C5H10N2O, from the Open Molecules 2025 dataset.

ORCA input file:
```
! RIJCOSX wB97M-V def2-TZVPD def2/J DEFGRID3
* xyz 0 1
C 0.775 -0.498 0.462
C -0.563 -0.821 1.167
C -0.984 0.050 -1.072
C 0.141 0.789 -0.552
C 1.610 0.592 0.072
H 0.674 -2.560 0.370
H 2.122 -1.210 -0.949
H -1.013 -1.772 1.424
H -0.695 0.083 1.912
H -2.616 -0.819 -0.197
H -1.587 0.719 -1.539
H -0.686 -0.835 -1.739
H -1.013 1.998 0.404
H 1.658 1.303 1.014
H 2.578 0.441 -0.361
N 0.949 -1.504 -0.531
N -1.673 -0.304 0.096
O -0.029 1.830 0.280
*
```

The calculation puts the frontier orbital gap at 7.50 eV. As for the HOMO energy: -6.89 eV. The molecular weight comes out at 114.1 g/mol. As for the total energy: -380.90846 a.u. The value obtained for the energy above the lowest of the compared OMol25 structures with the same formula, charge and spin is 236.6 kcal/mol.

[4]
The following is a quantum chemistry calculation of a cluster of 14 separate species, C5H39N2O14 in total, from the Open Molecules 2025 dataset.

ORCA input file:
```
! RIJCOSX wB97M-V def2-TZVPD def2/J DEFGRID3
* xyz -1 1
C 0.397 0.346 -0.715
N 0.507 1.600 0.072
C 1.572 1.614 1.070
O 2.812 1.281 0.573
C -1.087 -0.082 -0.554
C -1.071 -1.369 0.365
C -2.457 -1.906 0.626
N -1.517 -0.564 -1.903
H 0.501 0.559 -1.787
H 1.063 -0.476 -0.486
H 0.518 2.395 -0.549
H 1.604 2.611 1.566
H 1.334 0.932 1.919
H -1.845 0.569 -0.154
H -0.478 -1.270 1.280
H -0.408 -2.094 -0.172
H -2.811 -1.611 1.623
H -2.491 -2.997 0.589
H -3.162 -1.743 -0.189
H -2.526 -0.656 -1.954
H -1.116 -1.425 -2.249
H 2.563 -2.655 0.048
H 3.087 -4.186 -0.372
O 2.326 -3.662 -0.103
H -3.078 1.866 1.705
H -3.964 3.044 1.106
O -3.945 2.136 1.419
H 0.520 -1.026 4.615
H -0.475 0.197 4.962
O 0.187 -0.408 5.278
H 2.915 1.621 -1.275
H 3.911 0.826 -2.073
O 3.476 1.680 -2.083
H -1.631 1.080 -3.201
H -1.981 0.443 -4.483
O -2.097 1.280 -4.036
H 3.047 0.324 0.304
H 3.543 -1.480 0.877
O 2.979 -1.250 0.126
H -2.357 3.133 -2.440
H -3.606 2.696 -3.329
O -3.286 3.223 -2.595
H 0.244 -4.093 0.243
H 1.003 -4.937 1.129
O 0.096 -4.732 0.941
H -0.639 1.801 2.069
H -0.536 2.393 3.453
O -1.111 1.836 2.916
H -4.451 0.662 0.336
H -5.172 0.858 -0.993
O -4.558 0.251 -0.557
H 2.620 3.685 -1.206
H 1.553 4.327 -2.097
O 1.702 3.990 -1.202
H 4.550 -2.037 -2.170
H 4.259 -0.979 -1.032
O 4.893 -1.267 -1.732
H 0.825 -2.589 1.816
H 1.927 -1.566 2.129
O 1.321 -2.197 2.538
*
```

The calculation puts the frontier orbital gap at 8.66 eV. As for the HOMO energy: -6.19 eV. The molecular weight comes out at 351.4 g/mol. As for the total energy: -1376.82518 a.u. The value obtained for the energy above the lowest of the compared OMol25 structures with the same formula, charge and spin is 58.8 kcal/mol.

[5]
The following is a quantum chemistry calculation of an isolated molecule of C4H9NOS2, from the Open Molecules 2025 dataset.

ORCA input file:
```
! RIJCOSX wB97M-V def2-TZVPD def2/J DEFGRID3
* xyz 0 1
C 3.091 0.891 -0.633
S 1.940 1.124 0.794
S 0.664 -0.314 0.839
C -1.213 0.139 0.841
C -1.917 0.034 -0.602
N -1.108 0.589 -1.592
C -2.055 -1.478 -0.821
O -2.706 -2.301 -0.200
H 2.548 1.304 -1.471
H 3.946 1.559 -0.538
H 3.161 -0.124 -0.777
H -1.223 1.027 1.414
H -1.841 -0.669 1.313
H -3.014 0.416 -0.565
H -0.413 1.326 -1.403
H -1.619 0.888 -2.499
H -1.236 -1.908 -1.575
*
```

As for the SMILES: CSSC[C@@H](N)C=O. The calculation puts the frontier orbital gap at 8.95 eV. As for the HOMO energy: -8.32 eV. The molecular weight comes out at 151.3 g/mol. As for the total energy: -1084.09930 a.u. The value obtained for the energy above the lowest of the compared OMol25 structures with the same formula, charge and spin is 60.8 kcal/mol.

[6]
The following is a quantum chemistry calculation of an isolated molecule of C5H12S2Si, from the Open Molecules 2025 dataset.

ORCA input file:
```
! RIJCOSX wB97M-V def2-TZVPD def2/J DEFGRID3
* xyz 0 1
C -0.181 -2.100 -1.219
Si 0.071 -0.291 -0.702
C -0.906 0.992 -1.721
C 1.862 0.354 -0.421
C -0.635 -0.269 1.040
S -2.565 -0.697 1.043
C -0.050 0.125 2.300
S 0.406 1.914 2.050
H -1.275 -2.328 -1.087
H 0.225 -2.470 -2.192
H 0.369 -2.730 -0.499
H -0.707 2.022 -1.447
H -0.704 0.917 -2.836
H -2.041 0.846 -1.465
H 2.258 0.916 -1.256
H 1.730 1.013 0.543
H 2.701 -0.361 -0.233
H -0.632 0.059 3.133
H 0.877 -0.390 2.516
H -0.803 2.477 2.456
*
```

As for the SMILES: C[Si](C)(C)C(=S)CS. The calculation puts the frontier orbital gap (spin up / spin down) at 7.28 / 7.28 eV. As for the HOMO energy (spin up / spin down): -8.56 / -8.56 eV. The molecular weight comes out at 164.4 g/mol. As for the total energy: -1283.49975 a.u. The value obtained for the energy above the lowest of the compared OMol25 structures with the same formula, charge and spin is 31.8 kcal/mol.